[1]
{
  "formula": "C19H25N3O4S",
  "method": "the ωB97M-V functional and the def2-TZVPD basis",
  "smiles": "C[C@@H]1Cc2cc(S(=O)(=O)N3CCC(C(N)=O)CC3)ccc2N1C(=O)C1CC1",
  "de_lowest_kcal_mol": 42.8,
  "homo_lumo_gap_ev": 9.2,
  "largest_force_ha_per_bohr": 0.019,
  "e_tot_ev": -43605.079,
  "e_lumo_ev": 0.53,
  "e_homo_ha": -0.3182,
  "symbols": ["C", "H", "H", "H", "C", "N", "C", "O", "C", "C", "C", "H", "H", "H", "H", "H", "C", "C", "C", "C", "C", "C", "C", "H", "H", "H", "S", "O", "O", "N", "C", "C", "H", "H", "C", "C", "O", "N", "H", "H", "C", "C", "H", "H", "H", "H", "H", "H", "H", "H", "H", "H"],
  "positions_angstrom": [[2.06009, 3.03387, -2.62978], [1.37331, 3.07318, -1.78715], [2.97367, 3.55233, -2.35187], [1.61042, 3.54911, -3.47480], [2.34480, 1.57730, -2.99567], [2.96312, 0.88582, -1.85737], [4.23264, 1.09853, -1.38009], [4.61708, 0.59926, -0.34124], [5.12671, 1.97081, -2.19538], [6.60203, 1.87684, -1.89986], [5.84553, 3.07736, -1.45697], [5.63378, 3.17626, -0.40329], [5.99206, 4.01418, -1.97365], [6.89270, 1.16339, -1.14444], [7.28672, 1.96314, -2.72926], [4.84072, 2.16626, -3.21753], [2.03196, 0.03517, -1.26259], [2.14029, -0.69388, -0.08668], [1.06476, -1.48369, 0.29399], [-0.07680, -1.53908, -0.48110], [-0.19065, -0.81872, -1.66064], [0.87341, -0.03658, -2.04595], [1.04020, 0.80563, -3.27227], [0.20003, 1.48237, -3.42608], [1.12655, 0.17139, -4.15704], [-1.08849, -0.90562, -2.25112], [-1.48373, -2.48415, 0.08674], [-1.03848, -3.54248, 0.94277], [-2.32056, -2.79894, -1.03390], [-2.34261, -1.41815, 1.04246], [-1.72034, -1.04492, 2.28957], [-2.78359, -0.49033, 3.23596], [-2.31647, -0.18031, 4.17161], [-3.50012, -1.28393, 3.45073], [-3.48664, 0.70042, 2.57529], [-4.55401, 1.31036, 3.47959], [-4.51478, 2.46049, 3.85297], [-5.55515, 0.47338, 3.83045], [-5.59108, -0.48264, 3.52829], [-6.28681, 0.82043, 4.42764], [-4.07159, 0.26785, 1.22615], [-2.96266, -0.31424, 0.35176], [-2.22277, 0.46929, 0.11752], [-3.36729, -0.71277, -0.57909], [-4.83397, -0.49820, 1.37193], [-4.52777, 1.12126, 0.72253], [-2.74813, 1.49017, 2.39996], [-0.93460, -0.28893, 2.12710], [-1.26665, -1.94844, 2.69767], [1.10946, -2.08103, 1.19041], [3.03642, -0.64899, 0.50766], [3.00768, 1.53154, -3.86423]],
  "forces_ev_per_a": [[0.12, -0.21, -0.14], [-0.10, 0.01, 0.10], [0.07, 0.08, 0.03], [-0.07, 0.08, -0.08], [-0.04, 0.61, -0.35], [0.12, -0.19, -0.05], [0.07, 0.10, -0.15], [0.11, -0.03, 0.20], [0.03, -0.08, -0.09], [0.06, -0.04, 0.03], [0.07, 0.13, 0.07], [-0.04, -0.09, 0.08], [-0.01, 0.00, -0.10], [-0.09, -0.03, 0.07], [-0.05, 0.07, -0.11], [0.02, 0.06, 0.01], [-0.44, -0.34, 0.16], [0.12, -0.02, 0.15], [0.03, -0.04, 0.03], [-0.64, -0.47, 0.22], [0.09, 0.10, -0.08], [0.12, 0.04, 0.20], [0.10, -0.15, -0.09], [0.03, 0.05, -0.04], [0.00, 0.04, -0.03], [-0.10, 0.03, -0.15], [-0.12, 0.07, 0.09], [0.24, 0.23, 0.13], [0.09, 0.33, -0.11], [0.31, -0.76, -0.49], [0.21, -0.11, 0.61], [0.21, 0.12, -0.25], [-0.01, -0.04, 0.03], [-0.01, -0.06, 0.06], [-0.19, -0.02, 0.11], [0.43, -0.17, -0.34], [0.05, 0.44, 0.12], [-0.43, -0.28, 0.18], [0.01, 0.02, 0.00], [0.04, 0.01, -0.03], [0.35, 0.04, -0.05], [-0.45, 0.27, -0.40], [-0.05, -0.02, -0.01], [-0.04, 0.22, 0.00], [-0.08, -0.02, -0.04], [-0.04, -0.02, -0.02], [-0.12, -0.01, 0.07], [-0.02, -0.04, 0.03], [0.05, 0.16, 0.14], [0.09, -0.05, 0.13], [-0.02, -0.01, 0.01], [-0.09, -0.01, 0.12]]
}

[2]
{
  "formula": "C19H25N4OS8Tl",
  "method": "the ωB97M-V functional and the def2-TZVPD basis",
  "de_lowest_kcal_mol": 0.0,
  "homo_lumo_gap_ev": [4.1, 4.1],
  "largest_force_ha_per_bohr": 0.065,
  "e_tot_ev": -119489.300,
  "e_lumo_ev": [-2.82, -2.82],
  "e_homo_ha": [-0.2552, -0.2551],
  "symbols": ["Tl", "C", "C", "N", "C", "S", "N", "N", "C", "C", "C", "C", "C", "C", "C", "N", "H", "H", "H", "H", "H", "H", "H", "H", "H", "H", "H", "H", "H", "O", "C", "S", "C", "C", "S", "S", "S", "C", "C", "S", "C", "C", "S", "C", "C", "S", "H", "H", "H", "H", "H", "H", "H", "H", "H", "H", "H", "H"],
  "positions_angstrom": [[-0.90594, 0.90109, -0.99849], [-5.32922, -1.92276, 3.19092], [-4.44061, -2.40151, 2.04768], [-3.08801, -1.89774, 2.10326], [-2.59763, -0.83950, 1.43871], [-3.27949, -0.21927, 0.00590], [-1.52634, -0.26018, 2.08271], [-1.13792, 0.91021, 1.62405], [-0.32368, 1.63034, 2.39260], [0.10797, 1.13968, 3.78146], [0.02946, 3.04388, 2.00925], [0.88363, 3.82182, 2.84464], [1.18980, 5.08922, 2.38710], [0.87255, 5.51529, 1.08045], [0.06369, 4.68155, 0.31391], [-0.33893, 3.46966, 0.79945], [-6.40542, -2.18665, 2.94530], [-5.21946, -0.83687, 3.30882], [-5.07280, -2.44242, 4.10636], [-4.83183, -2.08012, 1.07516], [-4.34853, -3.50914, 2.17905], [-2.44834, -2.26462, 2.78765], [-0.03340, 0.02693, 3.83954], [-0.48206, 1.61509, 4.56599], [1.16350, 1.36602, 3.85068], [1.34258, 3.40392, 3.72795], [1.81515, 5.60127, 3.08182], [1.17461, 6.55325, 0.78067], [-0.27614, 4.89983, -0.67866], [0.59650, 6.63408, -5.79846], [0.21964, 5.56682, -5.33950], [1.12953, 3.96481, -5.40381], [0.01852, 3.01160, -4.41492], [-1.09676, 3.69359, -3.74672], [-2.09177, 3.14246, -2.56041], [-1.35877, 5.29774, -4.42536], [0.20802, 1.38269, -4.26723], [2.60307, -2.80393, -3.56874], [3.24825, -1.78609, -2.60386], [2.18271, -1.09462, -1.28111], [2.82206, -1.82108, 0.31672], [2.87686, -3.33644, 0.42552], [1.34740, -4.06076, 1.06660], [0.70194, -4.83603, -0.51257], [0.75936, -4.03787, -1.81267], [2.24660, -4.44986, -2.77880], [3.27397, -2.94710, -4.38565], [1.68878, -2.40678, -3.94830], [3.60358, -0.91059, -3.14368], [4.17802, -2.13317, -2.03960], [2.16876, -1.45972, 1.15171], [3.84278, -1.49029, 0.49523], [3.50862, -3.65280, 1.26971], [3.19646, -3.86825, -0.50016], [-0.31526, -5.22403, -0.32393], [1.27397, -5.75534, -0.62788], [0.69498, -2.98854, -1.61543], [-0.08500, -4.43880, -2.30066]],
  "forces_ev_per_a": [[0.27, -0.12, 0.63], [-1.03, 0.13, -0.67], [0.33, -0.94, 0.05], [0.24, -0.17, -0.19], [1.74, 1.82, 0.91], [-0.63, -0.15, -0.50], [-1.35, -1.72, 0.28], [1.76, 2.00, 0.31], [-1.50, -0.71, 0.02], [-0.34, -0.99, -1.33], [0.86, -1.06, -0.19], [-1.08, -0.27, -1.50], [0.44, -1.02, -0.29], [-0.35, 1.16, 0.61], [0.33, -1.31, 1.89], [-0.04, 0.87, -0.76], [1.18, 0.43, 0.33], [-0.23, -0.27, 0.12], [0.08, 0.12, 0.29], [-0.07, -0.51, 0.20], [-0.35, 0.69, -0.78], [-0.08, 0.16, 0.36], [0.10, 1.18, -0.06], [0.19, 0.07, 0.08], [0.25, 0.01, 0.57], [-0.33, 0.26, 0.19], [0.40, 1.07, -0.10], [-0.35, -1.28, 0.02], [-0.02, 0.27, -0.37], [-1.11, -2.98, 1.09], [0.55, 1.04, -0.16], [-0.60, 0.77, 0.29], [0.37, -1.63, -0.04], [-0.50, 0.87, -0.21], [0.37, 0.56, -0.99], [0.47, 0.67, -0.01], [0.06, 0.98, -0.12], [0.34, -0.28, 2.08], [1.16, -0.21, 1.21], [0.13, -0.06, 0.82], [-0.08, -0.15, -0.03], [-0.14, -0.88, 0.37], [-1.08, -0.45, -1.55], [0.34, -0.61, 1.12], [0.43, -0.90, 1.06], [0.23, 0.88, -0.58], [0.45, -0.41, -0.61], [-0.71, 0.27, -0.32], [-0.15, 0.05, -0.29], [-1.17, -0.10, -1.00], [0.47, 0.10, -0.96], [0.02, 0.54, -0.16], [0.57, 0.55, -0.55], [-0.14, 0.48, 0.79], [0.29, 0.65, 0.13], [0.21, -0.08, -0.07], [-0.20, 0.46, -0.19], [-1.01, 0.17, -1.25]]
}

[3]
{
  "formula": "C19H25NO2",
  "method": "the ωB97M-V functional and the def2-TZVPD basis",
  "smiles": "CCCN(CCC)C(=O)C[C@@H](c1ccccc1)c1ccco1",
  "de_lowest_kcal_mol": 34.1,
  "homo_lumo_gap_ev": 9.3,
  "largest_force_ha_per_bohr": 0.016,
  "e_tot_ev": -25693.885,
  "e_lumo_ev": 0.79,
  "e_homo_ha": -0.3138,
  "symbols": ["C", "C", "H", "H", "C", "N", "C", "O", "C", "H", "H", "C", "C", "C", "C", "C", "O", "H", "H", "H", "C", "C", "C", "C", "C", "C", "H", "H", "H", "H", "H", "H", "C", "C", "C", "H", "H", "H", "H", "H", "H", "H", "H", "H", "H", "H", "H"],
  "positions_angstrom": [[0.03927, -4.04436, -1.93539], [-0.80244, -3.42366, -0.82750], [-1.77054, -3.92727, -0.77981], [-0.29579, -3.58008, 0.12593], [-1.06451, -1.92421, -1.03540], [0.13741, -1.11653, -1.03155], [0.78194, -0.64976, 0.06865], [1.77622, 0.04549, -0.03772], [0.26769, -1.04528, 1.44392], [1.13658, -1.42696, 1.98503], [-0.49056, -1.82285, 1.40857], [-0.28386, 0.15926, 2.24623], [-1.58408, 0.64866, 1.69657], [-1.99641, 1.03282, 0.45316], [-3.36059, 1.39527, 0.57750], [-3.67829, 1.20580, 1.88476], [-2.61331, 0.75267, 2.56749], [-4.58859, 1.34875, 2.43206], [-4.00617, 1.74798, -0.20066], [-1.40824, 1.05701, -0.44014], [0.77058, 1.24041, 2.38028], [0.78466, 2.38177, 1.59373], [1.78707, 3.32414, 1.74163], [2.78788, 3.13958, 2.67806], [2.77903, 2.00565, 3.47143], [1.77638, 1.06613, 3.32324], [1.77616, 0.18310, 3.94807], [3.55547, 1.85174, 4.20701], [3.57171, 3.87452, 2.78923], [1.78716, 4.20593, 1.11731], [0.01038, 2.54038, 0.85942], [-0.50625, -0.20979, 3.25599], [0.67818, -0.72058, -2.32305], [0.11450, 0.61870, -2.80385], [0.66037, 0.98227, -4.17801], [1.74433, 1.05841, -4.14493], [0.39070, 0.22487, -4.91163], [0.25835, 1.93732, -4.50694], [0.39489, 1.38923, -2.08371], [-0.97694, 0.56275, -2.84657], [1.76146, -0.62783, -2.21246], [0.45871, -1.50070, -3.05332], [-1.75847, -1.56372, -0.27104], [-1.55094, -1.78289, -2.00375], [0.15503, -5.11187, -1.76296], [-0.43499, -3.90678, -2.90504], [1.02889, -3.59547, -1.95986]],
  "forces_ev_per_a": [[-0.11, 0.02, 0.22], [-0.02, 0.20, -0.27], [-0.03, -0.02, 0.09], [-0.08, 0.02, 0.10], [-0.20, -0.46, 0.43], [0.03, -0.02, -0.33], [-0.09, -0.36, 0.11], [0.26, 0.20, 0.06], [-0.01, 0.12, 0.07], [-0.04, -0.03, -0.07], [0.02, -0.04, 0.02], [-0.05, -0.06, 0.03], [0.26, -0.03, -0.66], [0.26, -0.21, 0.52], [-0.30, -0.02, 0.48], [-0.39, 0.26, -0.70], [0.15, -0.11, 0.40], [-0.07, -0.02, 0.16], [-0.20, 0.08, -0.10], [0.21, -0.01, -0.18], [-0.03, 0.17, 0.25], [-0.04, 0.00, 0.07], [0.02, 0.06, -0.04], [0.08, 0.08, -0.01], [0.09, -0.04, 0.07], [-0.07, 0.02, -0.04], [-0.02, -0.10, 0.07], [0.05, -0.01, 0.06], [0.05, 0.06, 0.01], [0.00, 0.07, -0.05], [-0.05, 0.02, -0.05], [0.04, 0.03, -0.16], [0.12, 0.38, -0.05], [0.17, -0.21, -0.10], [-0.13, 0.01, 0.20], [0.14, 0.02, -0.06], [0.00, -0.05, -0.13], [0.02, 0.07, -0.11], [-0.07, 0.00, 0.09], [-0.04, 0.02, 0.07], [-0.10, -0.08, -0.11], [0.01, -0.04, 0.03], [0.01, 0.01, -0.15], [-0.04, 0.07, 0.05], [0.07, -0.09, -0.05], [-0.01, 0.00, -0.15], [0.13, 0.02, -0.08]]
}